1.
49
Properties=species:S:1:pos:R:3 method="wB97M-V/def2-TZVPD" charge=+1 de_lowest_kj_mol=0.0
C 3.80007 1.96501 1.62372
C 2.66575 1.66425 1.34546
C 1.28440 1.26034 1.09617
F 0.56283 2.13357 1.85528
O 1.04831 0.00511 1.64300
C 0.98246 -1.13720 0.82287
P 2.58089 -2.12741 0.98145
O 2.34891 -3.59258 0.38544
O 2.66345 -2.37525 2.58697
S 4.18299 -1.25507 0.44825
C 0.37212 -0.97661 -0.59494
I 1.72600 -1.54343 -2.24954
C -0.78926 -2.00097 -0.76561
O -0.24963 -3.27779 -1.08553
C -1.00681 -4.31586 -0.64919
F -0.65087 -4.64266 0.58199
F -2.29254 -4.08560 -0.70719
F -0.75768 -5.33834 -1.41374
N -0.06994 0.40977 -0.93480
P -1.80428 0.83764 -0.68404
C -2.79820 0.14327 0.68079
C -2.15753 -0.17332 2.04962
C -2.36651 2.33035 -1.59166
C -3.76562 2.77956 -1.16651
C 0.83903 1.50721 -0.35437
C 1.96493 1.87671 -1.30915
O 2.27942 3.24604 -1.10646
N 3.60440 3.43818 -1.70416
O 4.30211 3.97153 -0.96331
H 4.60848 2.40963 2.13702
H 0.27283 -1.78816 1.34330
H 2.43417 -4.23672 1.10141
H 1.77122 -2.57514 2.91339
H -1.44223 -1.70485 -1.58333
H -1.38935 -2.05715 0.14043
H 0.09351 0.49758 -1.94359
H -3.28376 -0.76943 0.34294
H -3.62135 0.82861 0.86770
H -1.76541 -1.18533 2.07802
H -2.96867 -0.18242 2.77607
H -1.44765 0.56395 2.40562
H -1.69005 3.18226 -1.51371
H -2.41679 2.08988 -2.64989
H -4.02092 3.59762 -1.83579
H -4.52077 2.01598 -1.32020
H -3.79100 3.19985 -0.16725
H 0.20533 2.38532 -0.34854
H 2.83098 1.22375 -1.20915
H 1.64223 1.77827 -2.35524

---

2.
42
Properties=species:S:1:pos:R:3 method="wB97M-V/def2-TZVPD" charge=-1 total_energy_ha=-1653.9189
C 4.56564 -0.16035 -1.20356
C 3.77497 1.05302 -2.03728
F 4.02838 2.38302 -1.43628
C 2.15775 0.64288 -1.92949
C 1.28740 1.69059 -1.01905
C -0.01261 0.98036 -0.29935
I 0.57217 -0.53097 1.23608
C -1.16189 0.43904 -1.33242
C -0.82514 -0.97039 -2.09105
I -2.96506 0.05537 -0.07507
H 5.72156 0.08031 -1.12908
H 4.05493 -0.20431 -0.15160
H 4.43184 -1.19183 -1.74250
H 4.16503 1.04602 -3.14978
H 1.75619 0.74394 -3.04946
H 2.01796 -0.48510 -1.64476
H 0.87147 2.49072 -1.79221
H -0.53029 1.84366 0.34336
H -1.46832 1.27993 -2.12250
H -1.77928 -1.55888 -2.46876
H -0.21547 -0.69067 -3.07862
H -0.14606 -1.71554 -1.49866
C 0.46260 -5.90126 1.47606
C 1.24327 -5.10326 2.46942
O 2.07701 -4.29860 1.65732
C 1.46602 -4.19525 0.44091
O 1.82166 -3.43757 -0.44629
O 0.40517 -5.04927 0.34746
H -0.54299 -6.14090 1.83243
H 0.97060 -6.82910 1.19301
H 0.60552 -4.45195 3.07636
H 1.84054 -5.73450 3.13310
C -3.16854 4.56274 1.98978
C -4.06730 3.41804 1.65081
O -5.33923 4.02670 1.53320
C -5.12394 5.34345 1.24428
O -5.99702 6.12699 0.91039
O -3.80472 5.66838 1.37675
H -2.15754 4.42944 1.59512
H -3.10894 4.74259 3.06829
H -3.80828 2.95214 0.69418
H -4.07508 2.65037 2.42945

---

3.
37
Properties=species:S:1:pos:R:3 method="wB97M-V/def2-TZVPD" charge=0 de_lowest_kj_mol=1359.1
C -6.56355 -1.22622 0.05754
C -4.93988 -1.15061 -0.02298
H -4.54490 -1.54973 0.84242
H -4.63917 -1.68802 -0.92210
C -4.59744 0.13386 -0.18218
C -3.19646 0.34610 0.03011
C -2.21815 -0.61154 0.14562
C -0.97461 0.32771 -0.13637
N -1.31476 1.60809 -0.10546
O -2.57044 1.62310 -0.02382
C 0.39388 0.02205 0.00394
O 0.61905 -1.26668 -0.12419
N 1.36559 0.65065 -0.12042
H 0.97674 1.85136 0.03559
C 2.77810 0.64997 -0.13926
C 3.18210 -0.09808 -1.14807
C 4.80725 -0.36596 -1.22469
C 5.20382 -1.00612 0.04731
C 4.88113 -0.12330 1.16312
C 3.22827 -0.04569 1.35057
H 2.74926 -1.08490 1.13966
H 2.80943 0.53243 2.28501
H 5.22748 0.87639 1.32310
H 5.03444 -0.73168 2.28658
H 4.82335 -1.79138 -0.28586
H 6.41337 -1.01206 -0.04686
H 5.23852 0.60472 -1.29957
H 5.12583 -0.57408 -2.20763
H 2.71122 -1.08960 -1.17865
H 2.95304 0.44400 -2.08591
H 3.23070 1.78439 -0.05170
H -2.20766 -1.57628 -0.15104
H -4.99041 0.87954 0.86217
H -5.03179 0.69532 -0.93830
H -7.05323 -0.81513 -0.91245
H -6.89506 -2.06174 0.01873
H -7.00315 -0.72480 0.67567

---

4.
47
Properties=species:S:1:pos:R:3 method="wB97M-V/def2-TZVPD" charge=+2 de_lowest_kj_mol=61.7
Rh -0.04435 0.63416 0.32569
C -5.07853 -0.48043 -0.61689
S -3.91223 -1.83685 -0.39502
C -2.51628 -1.05603 0.26364
S -2.43028 0.69142 0.49639
N -1.54467 -1.83994 0.62433
N -0.55386 -1.06009 1.17384
C -0.11555 -1.29186 2.35087
C 0.54892 -0.16723 3.00026
C 1.07142 -0.21624 4.27813
C 1.51993 0.96119 4.86015
C 1.41268 2.14560 4.15100
C 0.88613 2.11795 2.86934
N 0.47125 0.98988 2.29896
H -5.97006 -0.94882 -1.02997
H -4.70418 0.26011 -1.31876
H -5.33045 -0.02055 0.33489
H -0.39819 -2.20074 2.87007
H 1.10953 -1.15761 4.80866
H 1.93070 0.95453 5.86047
H 1.72250 3.08736 4.58054
H 0.78325 3.02573 2.29101
N 0.69244 2.50891 -0.54292
N 2.05496 2.72219 -0.23146
C 2.87895 1.65914 -0.07161
N 4.17942 1.91019 -0.01325
S 2.27488 0.08311 0.02702
H 0.57682 2.43512 -1.55515
H 0.17429 3.32528 -0.22905
H 2.43258 3.62751 -0.47713
H 4.57440 2.82275 -0.18076
H 4.82031 1.14599 0.13244
C 0.81823 -4.05489 -2.34644
C 0.44253 -3.09630 -3.47132
C -0.05600 -1.78323 -2.95673
N 0.24163 -1.28377 -1.81423
N -0.33444 -0.04997 -1.60482
C -1.09119 0.35792 -2.60152
N -1.72683 1.55227 -2.63462
S -1.11527 -0.76304 -3.90027
H 1.21345 -4.97666 -2.76795
H -0.05107 -4.29813 -1.73621
H 1.57808 -3.61993 -1.69953
H -0.32566 -3.53221 -4.11259
H 1.30456 -2.90114 -4.11514
H -2.09586 1.87004 -1.74791
H -2.31889 1.74732 -3.42645

---

5.
43
Properties=species:S:1:pos:R:3 method="wB97M-V/def2-TZVPD" charge=0 spin_multiplicity=4 total_energy_ha=-1880.5822
H 1.10628 -2.70086 -1.00152
N 0.26396 -0.78234 -1.34057
B -0.78043 1.27888 -2.28701
N -0.24968 -0.16736 -2.45868
C -0.15032 -0.98410 -3.52126
V 0.29900 0.37545 0.57068
H -0.50117 -0.65100 -4.49012
C 0.43788 -2.17198 -3.09215
H 0.66584 -3.03136 -3.69359
C 0.67559 -2.01335 -1.71394
H -1.17174 1.72960 -3.32367
C 0.80397 1.25040 2.27981
H 1.50589 0.39165 2.21646
H 0.30884 1.16090 3.25574
H 1.33366 2.20274 2.22749
N 0.40131 2.07717 -1.68636
N -1.89847 1.22952 -1.21442
N 1.02184 1.68020 -0.47058
N -1.57545 0.82661 0.07689
C 1.02955 3.15348 -2.15810
C -3.21003 1.50095 -1.27176
H 0.69373 3.59790 -3.08495
H -3.64547 1.85570 -2.19515
C 2.06871 3.49828 -1.29282
C -3.77200 1.25537 -0.01588
C 2.04929 2.56965 -0.26204
C -2.72769 0.82196 0.80445
H 2.74780 4.32362 -1.40606
H -4.80029 1.38006 0.26517
H 2.67058 2.47953 0.61551
H -2.71800 0.51788 1.84169
H -0.30675 1.31988 1.49670
C -0.55580 -3.00036 2.59782
C 0.65901 -2.11237 2.38776
C 1.92097 -2.94463 2.23360
O 0.48503 -1.26362 1.27043
H -0.72940 -3.62496 1.71463
H -1.45296 -2.40413 2.78575
H -0.39544 -3.65659 3.46011
H 0.77728 -1.49389 3.29308
H 1.85473 -3.57306 1.33809
H 2.80531 -2.30763 2.14386
H 2.05502 -3.59379 3.10494

---

6.
40
Properties=species:S:1:pos:R:3 method="wB97M-V/def2-TZVPD" charge=0 de_lowest_kj_mol=348.6
Sr -0.31772 -0.55535 -1.45798
Cl 0.28817 -0.16754 1.95434
C 0.19399 1.53069 2.33812
C 0.27056 1.85122 3.68255
C 0.19315 3.17366 4.08137
C 0.02416 4.15844 3.12365
C -0.06407 3.81391 1.78660
Cl -0.30315 5.11454 0.65810
C 0.02410 2.48664 1.32426
S -0.13158 2.13070 -0.37172
H 0.38672 1.05670 4.40639
H 0.26271 3.43372 5.12868
H -0.04504 5.19993 3.40483
C 4.46484 -1.50286 0.38434
C 2.93320 -1.49196 0.26881
C 2.45482 -2.92058 -0.00165
C 2.46435 -0.51936 -0.81614
H 4.81771 -2.15954 1.18823
H 4.83851 -0.49706 0.58047
H 4.90567 -1.85079 -0.55445
H 2.52799 -1.16745 1.22797
H 2.79717 -3.24391 -0.98976
H 1.35794 -2.96254 0.00501
H 2.82919 -3.63327 0.73975
H 3.11420 -0.63978 -1.69388
H 2.50888 0.51545 -0.46674
C -2.31211 -2.21951 -2.65585
P -2.96364 -0.85194 -1.56495
C -2.30494 0.60678 -2.56283
C -4.74011 -0.74992 -1.50876
O -2.29897 -0.96300 -0.22063
H -2.72096 -2.18587 -3.66620
H -2.46537 -3.21064 -2.23317
H -1.22070 -2.07262 -2.77210
H -3.05182 0.98877 -3.25714
H -1.47334 0.21397 -3.18169
H -1.95822 1.42386 -1.88848
H -5.18421 -0.76379 -2.50315
H -4.97605 0.19561 -1.01737
H -5.12604 -1.56531 -0.89885

---

7.
43
Properties=species:S:1:pos:R:3 method="wB97M-V/def2-TZVPD" charge=+2 de_lowest_kj_mol=109.0 spin_multiplicity=4
Mn 0.60596 -0.03134 -0.62401
H -0.70909 -0.54785 0.09303
H -0.61428 1.10888 1.98996
P -0.04146 -2.14531 -0.52743
P -0.04629 2.08533 -0.83205
C 1.33663 3.05161 -0.08788
H 1.19737 4.13169 -0.24893
H 1.42850 2.86510 0.99150
H 2.26193 2.73062 -0.58257
C -0.01361 2.68718 -2.56302
H -0.85200 2.25287 -3.12136
H -0.08468 3.78070 -2.58168
H 0.92074 2.36475 -3.04009
C -1.51156 2.88968 -0.09255
H -1.60645 2.67826 0.98171
H -1.44626 3.98206 -0.22215
H -2.40260 2.51759 -0.61591
C 0.13864 -2.66079 -2.28067
H 0.04758 -3.75133 -2.36186
H -0.63816 -2.17204 -2.88443
H 1.12736 -2.34529 -2.64516
C 1.22598 -3.13510 0.35304
H 1.08184 -3.02537 1.43715
H 1.14652 -4.19627 0.07654
H 2.22873 -2.76755 0.09505
C -1.59897 -2.92962 0.01233
H -2.44450 -2.45098 -0.49804
H -1.60264 -4.00408 -0.21949
H -1.72178 -2.79884 1.09606
C 1.89199 -0.04732 0.59880
O 2.78524 0.00801 1.37413
H -0.63677 0.53226 -1.49411
F -0.44572 -1.20784 3.26498
C -0.38975 0.02407 3.84803
C -0.45526 1.16632 3.06259
C -0.30604 2.39839 3.68655
F -0.25650 3.53863 2.92745
C -0.15532 2.49871 5.06963
F -0.10742 3.70754 5.65991
C -0.13214 1.34420 5.85082
F -0.11421 1.45996 7.19377
C -0.24680 0.09692 5.23660
F -0.27345 -1.00753 6.00678

---

8.
35
Properties=species:S:1:pos:R:3 method="wB97M-V/def2-TZVPD" charge=0 de_lowest_kj_mol=0.0
C 1.85919 1.66810 -0.98670
C 0.28214 1.38197 -0.70199
C -0.49042 1.92178 -2.01006
C -0.24031 2.08655 0.65256
C 0.65024 1.69641 1.82860
C 0.29830 0.24438 2.11824
C -0.86184 -0.05042 1.07830
C -1.46195 1.36704 1.12832
C -0.28608 -0.09307 -0.40502
C 0.71373 -1.23346 -0.67205
C 0.36094 -2.57410 -0.14719
C -0.79340 -3.28974 -0.93738
C -1.20954 -4.42640 -0.15028
N -1.62344 -5.11344 0.68961
H 2.56632 1.14929 -0.31781
H 2.19961 2.72803 -0.95467
H 2.04979 1.41145 -2.04840
H -1.49719 1.69590 -1.84285
H -0.24836 1.40609 -2.93413
H -0.21872 2.95032 -2.15618
H -0.33179 3.09375 0.47874
H 1.68073 1.86493 1.51650
H 0.34449 2.32333 2.70708
H 1.16419 -0.44671 2.00877
H -0.05897 0.19650 3.07131
H -1.43907 -0.89302 1.33227
H -2.30081 1.53509 0.46794
H -1.79916 1.73827 2.23538
H -1.10066 -0.17372 -1.04484
H 0.89448 -1.26834 -1.76080
H 1.62119 -0.98467 -0.10542
H -0.00783 -2.56663 0.91288
H 1.23861 -3.12000 -0.12635
H -0.31464 -3.64548 -1.82486
H -1.63978 -2.58000 -1.09948

---

9.
37
Properties=species:S:1:pos:R:3 method="wB97M-V/def2-TZVPD" charge=+1 total_energy_ha=-906.6499
C -1.31866 -0.92745 -2.30753
C -0.67620 0.34881 -1.90031
C -1.55478 1.53772 -1.75911
C 0.73581 0.45795 -1.93565
C 1.43548 1.70849 -2.05368
C 2.76805 1.75189 -2.44815
C 3.49222 0.56738 -2.64229
C 2.88062 -0.66614 -2.37281
C 1.54421 -0.72132 -2.00629
H -0.72419 -1.44287 -3.06768
H -1.42853 -1.62539 -1.47418
H -2.30893 -0.74129 -2.73583
H -1.01977 2.48144 -1.87191
H -2.33382 1.50878 -2.53507
H -2.07162 1.57419 -0.79232
H 0.89423 2.64199 -1.88541
H 3.23629 2.72633 -2.60978
H 4.52235 0.60766 -3.00000
H 3.43740 -1.59644 -2.48345
H 1.06866 -1.68415 -1.81464
C -0.03875 -2.05136 3.64561
Si -0.52526 -0.55503 2.63993
C -1.89871 0.29822 3.57381
C 0.90452 0.55673 2.19045
C -1.27910 -0.98552 0.95823
N -2.51384 -0.52158 0.67923
N -3.55773 -0.09357 0.38460
H 0.57034 -1.71852 4.49646
H -0.92857 -2.55759 4.04346
H 0.53926 -2.78311 3.06984
H -1.44496 0.94323 4.33364
H -2.54143 0.91940 2.93945
H -2.52737 -0.43853 4.09237
H 1.32884 1.05228 3.07331
H 1.69936 -0.02758 1.70625
H 0.57344 1.32688 1.47886
H -0.93886 -1.87195 0.39059

---

10.
39
Properties=species:S:1:pos:R:3 method="wB97M-V/def2-TZVPD" charge=0 de_lowest_kj_mol=1590.1
C 0.24510 2.05295 3.92563
H 1.25854 2.56793 3.76132
C 0.49033 0.54393 3.67141
H -0.58927 0.18921 3.76239
H 0.90954 0.43978 4.61388
C 1.06464 0.20832 2.61817
N 0.26449 0.49582 1.46792
C -0.35757 -0.26471 0.79433
O -0.42390 -1.44331 1.19182
N -1.31141 0.14862 -0.21817
C -1.16427 1.32853 -0.67519
H -0.71824 2.23631 -0.01244
C -0.70439 1.64629 -2.17614
N -0.87150 0.17399 -2.89809
C -2.02943 -0.32883 -2.44659
C -2.13349 -0.90790 -0.83495
H -1.72655 -1.76984 -0.82760
H -3.14984 -0.93613 -0.47988
H -2.83459 0.18703 -2.70510
H -2.26434 -1.43822 -2.97547
C 0.28826 -0.47932 -3.20121
C 1.00253 -1.30361 -1.91886
C 1.08001 -2.52475 -1.52945
C 1.91920 -2.54824 -0.39794
C 2.74208 -1.05048 -0.52712
O 1.90245 -0.39964 -1.50124
H 3.04629 -0.55757 0.13553
H 2.38191 -3.29712 0.09354
H 0.34529 -3.29559 -1.76799
H 0.83481 0.02661 -3.82357
H -0.00201 -1.40520 -3.87994
H -0.89658 2.45746 -2.68841
H 0.47503 1.48552 -1.99147
H -2.46432 1.81620 -0.85510
H 0.32442 1.55259 1.17166
H 1.40353 -1.06238 2.52831
H 2.25032 0.76793 2.44803
H -0.30262 2.18039 4.97215
H -0.28443 2.50743 3.17584

---

11.
42
Properties=species:S:1:pos:R:3 method="wB97M-V/def2-TZVPD" charge=0 de_lowest_kj_mol=68.6
C -1.96469 -3.03781 -1.30705
C -0.65023 -3.08040 -0.55356
O -0.18875 -1.73642 -0.32262
C 1.02682 -1.62997 0.18950
O 1.70464 -2.57005 0.51658
C 1.52473 -0.18744 0.29258
C 0.40397 0.85464 0.46287
C -0.31690 1.24749 -0.83602
C -1.57175 2.02246 -0.51858
C -1.52503 3.50569 -0.69259
N -2.65972 1.51954 -0.09793
N -2.80301 0.19143 0.09738
C -4.00211 -0.33726 0.52354
N -4.93787 0.59004 0.82440
O -4.14766 -1.53802 0.63482
C 2.60843 -0.06901 1.36617
C 3.72601 0.74207 0.69510
C 5.12379 0.25757 1.04331
O 3.51191 0.59936 -0.71130
C 2.32599 0.08160 -1.00152
O 1.95278 -0.12742 -2.11786
H -1.86174 -2.43636 -2.20713
H -2.23825 -4.04902 -1.59353
H -2.75864 -2.63089 -0.68387
H -0.76193 -3.57756 0.41523
H 0.12394 -3.60543 -1.12293
H -0.31802 0.46230 1.18346
H 0.84035 1.75818 0.89740
H 0.34044 1.85983 -1.45338
H -0.55988 0.35058 -1.40815
H -1.33604 3.75206 -1.73659
H -2.46591 3.95198 -0.38545
H -0.71571 3.92730 -0.09800
H -2.06480 -0.46910 -0.13141
H -4.74207 1.55017 0.59816
H -5.86873 0.28954 1.04567
H 2.24661 0.40768 2.27484
H 2.97401 -1.06848 1.61235
H 3.63486 1.81298 0.92431
H 5.23040 -0.78922 0.77067
H 5.29406 0.36873 2.11041
H 5.86572 0.83666 0.50071

---

12.
38
Properties=species:S:1:pos:R:3 method="wB97M-V/def2-TZVPD" charge=0 de_lowest_kj_mol=67.2
C -2.88704 -2.52825 -1.25533
S -3.26788 -2.19577 0.49584
C -3.73355 -0.48046 0.35317
C -5.05105 -0.10609 0.53206
C -5.41993 1.22367 0.41490
C -4.46079 2.17103 0.10965
C -3.13473 1.80760 -0.06190
C -2.75184 0.47912 0.07404
O -1.47963 0.01703 -0.04609
C -0.42626 0.92934 -0.27421
C 0.88037 0.13217 -0.16363
O 0.88270 -0.94902 -1.06615
C 2.09043 1.03034 -0.49848
N 3.36306 0.36482 -0.58169
C 4.11047 0.10276 0.63527
C 3.64714 -1.12081 1.43724
C 5.57886 -0.06872 0.23810
H -3.80043 -2.45699 -1.83902
H -2.15054 -1.81536 -1.61118
H -2.49060 -3.53707 -1.30193
H -5.78123 -0.86638 0.76263
H -6.44975 1.51333 0.55430
H -4.73826 3.20912 0.00408
H -2.40375 2.56564 -0.29574
H -0.43277 1.73197 0.47268
H -0.51390 1.36482 -1.27883
H 0.95375 -0.24668 0.86661
H 0.10111 -1.48276 -0.87977
H 1.89963 1.47505 -1.48216
H 2.15436 1.83398 0.23950
H 3.26583 -0.48009 -1.13443
H 4.02054 0.99800 1.26329
H 4.35933 -1.33832 2.22986
H 3.57967 -1.98920 0.78452
H 2.67534 -0.95504 1.89453
H 6.20905 -0.13988 1.12067
H 5.70234 -0.97263 -0.35337
H 5.89994 0.77974 -0.35899

---

no.,strongest force on any atom (eV/Å)
1,2.7
2,3.5
3,18.5
4,0.5
5,7.9
6,6.6
7,6.9
8,3.7
9,4.6
10,19.1
11,1.0
12,0.7